Entry 1:
{
  "formula": "C8H10S2",
  "method": "ωB97M-V/def2-TZVPD",
  "symbols": ["C", "C", "C", "C", "C", "C", "C", "C", "S", "S", "H", "H", "H", "H", "H", "H", "H", "H", "H", "H"],
  "xyz": [[0.90247, -2.11299, 0.12870], [1.35137, -2.96254, -0.87162], [1.66662, -0.66726, -1.43228], [1.14864, -0.73089, -0.18058], [-1.99154, 0.03934, 0.32438], [-1.27037, 1.28229, 0.23507], [-1.30922, 2.64665, 0.60095], [0.98774, 0.46809, 0.67082], [1.97704, -2.04973, -2.21962], [-1.55450, 0.55362, -1.32732], [0.44138, -2.36892, 1.03205], [1.24511, -4.02323, -0.72028], [1.79151, 0.24298, -1.85724], [-1.33737, -0.70501, 0.55900], [-2.97790, -0.17755, 0.67299], [-0.61847, 3.28079, -0.06396], [-0.77860, 2.66060, 1.55788], [-2.32340, 3.00492, 0.62073], [1.05212, 0.23857, 1.75179], [1.59738, 1.38026, 0.51854]],
  "forces_ev_per_a": [[1.134, 0.695, -1.748], [-0.879, 0.845, 1.346], [-0.630, 0.979, 1.204], [0.031, 0.402, 0.808], [-0.752, 0.641, 0.260], [3.464, -2.943, -1.406], [1.919, 2.143, 0.241], [-1.569, 0.233, 0.531], [-0.119, -2.844, -0.066], [-0.545, 0.529, -0.999], [-0.437, -0.859, 1.156], [0.345, -0.195, -0.774], [0.814, 2.517, -1.554], [1.408, -2.341, 0.988], [-0.844, 0.551, -0.117], [-1.358, -0.897, 0.668], [-0.677, 0.588, 0.357], [-0.376, 0.627, 0.220], [-0.510, 0.045, -0.516], [-0.418, -0.718, -0.599]],
  "nbo_charge": [-0.241, -0.437, -0.441, -0.128, -0.513, -0.031, -0.678, -0.433, 0.510, 0.176, 0.216, 0.240, 0.228, 0.217, 0.221, 0.233, 0.237, 0.226, 0.196, 0.204],
  "e_above_lowest_kcal_mol": 67.7,
  "lumo_ev": [0.37, 0.37],
  "e_homo_ev": [-7.2, -7.2],
  "gap_ev": [7.618, 7.618]
}

***

Entry 2:
{
  "formula": "C8H15NO5",
  "method": "ωB97M-V/def2-TZVPD",
  "symbols": ["C", "C", "C", "C", "C", "C", "C", "C", "N", "O", "O", "O", "O", "O", "H", "H", "H", "H", "H", "H", "H", "H", "H", "H", "H", "H", "H", "H", "H"],
  "xyz": [[1.02808, 0.13559, 0.44614], [1.11488, 2.94207, -1.01522], [-0.98694, 3.32318, 0.12638], [-2.38178, -4.37105, 0.62227], [-0.09330, 0.97163, -0.00817], [1.78524, -0.50924, -0.47607], [0.27070, 2.53294, 0.14340], [-1.74165, -2.52833, -0.51204], [2.84920, -1.37726, -0.21401], [3.58254, -1.76455, -1.14607], [1.23230, 0.12453, 1.75497], [3.06576, -1.63616, 0.98136], [-1.26449, -2.02961, 0.43983], [-2.20239, -3.70968, -0.59165], [1.93115, 2.42346, -1.31656], [1.48286, 3.93742, -0.84509], [0.46954, 2.95542, -1.93991], [-1.26444, 3.55516, -0.89324], [-1.68703, 2.77311, 0.58704], [-0.86182, 4.22399, 0.67168], [-2.17596, -3.63426, 1.58760], [-1.60318, -5.10935, 0.88154], [-3.38085, -4.89958, 0.77042], [-0.31230, 0.77209, -1.11012], [-0.96072, 0.77091, 0.79404], [1.46401, -0.30233, -1.44867], [0.71626, 2.70957, 1.14416], [-2.07886, -1.92964, -1.45554], [2.00322, -0.35002, 2.02152]],
  "forces_ev_per_a": [[-1.774, 1.680, 2.744], [-2.216, 2.010, -0.838], [1.592, 1.406, -1.577], [0.259, -0.328, 5.127], [-1.221, 0.797, 1.518], [3.255, -2.683, -1.022], [0.203, -1.990, 0.327], [-1.295, 3.329, -2.690], [-2.073, 1.582, -0.991], [0.461, -0.150, -1.349], [-1.635, 1.345, -0.276], [0.361, -0.386, 2.385], [1.521, 1.292, 1.605], [-1.492, -3.013, -0.618], [2.638, -2.221, -0.235], [0.024, 0.756, -0.138], [0.459, 0.201, 0.826], [-0.404, 0.072, -0.171], [-3.013, -1.708, 1.596], [0.055, 1.088, 0.364], [-1.048, -1.495, -2.697], [-0.153, 0.080, -0.956], [1.185, 1.067, -0.872], [-0.285, 0.142, 1.634], [1.442, 0.217, -2.259], [0.305, -0.296, -1.688], [0.257, -0.489, -0.646], [1.069, -0.923, 1.074], [1.521, -1.383, -0.178]],
  "nbo_charge": [0.290, -0.612, -0.595, -0.318, -0.457, 0.163, -0.198, 0.665, 0.315, -0.423, -0.576, -0.567, -0.594, -0.485, 0.208, 0.219, 0.195, 0.200, 0.204, 0.213, 0.219, 0.202, 0.208, 0.220, 0.251, 0.204, 0.216, 0.107, 0.528],
  "lumo_ev": [0.61, -3.26],
  "e_homo_ev": [-6.1, -9.4],
  "gap_ev": [6.749, 6.145],
  "s_squared": 2.01,
  "spin_multiplicity": 3
}

***

Entry 3:
{
  "formula": "C24H29BrF6LaN4O2P",
  "method": "ωB97M-V/def2-TZVPD",
  "symbols": ["La", "Br", "C", "C", "C", "C", "C", "N", "C", "O", "O", "H", "H", "H", "N", "C", "C", "C", "C", "C", "C", "C", "C", "C", "C", "C", "C", "H", "H", "H", "H", "H", "H", "H", "H", "H", "H", "C", "N", "C", "C", "C", "N", "C", "C", "H", "H", "H", "H", "H", "H", "H", "H", "H", "H", "H", "H", "H", "H", "H", "H", "F", "P", "F", "F", "F", "F", "F"],
  "xyz": [[0.43455, 0.31544, 0.30623], [2.28044, -0.81635, 4.11935], [0.44569, -0.33841, 4.09522], [-0.18355, -0.23036, 5.32415], [-1.51768, 0.13220, 5.35008], [-2.17758, 0.37361, 4.15837], [-1.47162, 0.20886, 2.99077], [-0.17029, -0.14149, 2.93755], [-2.12998, 0.47962, 1.65765], [-2.98699, 1.32420, 1.57097], [-1.61174, -0.22742, 0.66715], [0.37042, -0.42324, 6.23098], [-2.03468, 0.22900, 6.29666], [-3.21123, 0.68857, 4.11490], [-1.47477, 2.32799, -0.81927], [-0.76460, 3.35233, -1.50207], [-0.79174, 4.66164, -1.05233], [-0.00943, 5.62064, -1.67176], [0.80367, 5.27878, -2.74830], [0.81787, 3.97356, -3.20136], [0.03941, 2.99528, -2.58199], [0.00894, 1.59663, -3.05351], [0.15664, 1.29334, -4.41897], [-0.15489, 0.03856, -4.90820], [-0.63758, -0.95856, -4.05786], [-0.72116, -0.72488, -2.69442], [-0.27945, 0.50845, -2.23505], [-2.08440, 1.78360, -1.41656], [-2.00920, 2.64006, -0.01656], [-1.41896, 4.92399, -0.20592], [-0.03142, 6.64171, -1.31071], [1.42644, 6.02602, -3.22307], [1.46500, 3.69988, -4.02666], [0.40132, 2.09283, -5.10676], [-0.09963, -0.14517, -5.97437], [-0.94398, -1.91925, -4.45413], [-1.12205, -1.47732, -2.03035], [2.98960, -0.54151, -1.90261], [2.91238, -0.70659, -0.43914], [4.03664, 0.05292, 0.14692], [3.07981, -2.12333, -0.06905], [1.89990, -2.99204, -0.43747], [0.64821, -2.60121, 0.23367], [-0.47805, -3.31252, -0.39427], [0.67867, -3.01158, 1.64696], [3.95232, -0.90859, -2.27769], [2.90044, 0.51550, -2.15778], [2.18900, -1.08120, -2.40783], [4.98938, -0.32738, -0.24282], [4.02852, -0.04604, 1.22997], [3.94834, 1.10650, -0.10742], [3.26352, -2.16329, 1.00595], [3.97693, -2.52673, -0.55591], [2.14744, -4.03326, -0.19225], [1.72871, -2.95923, -1.51406], [-0.42502, -4.38512, -0.17734], [-0.44481, -3.19175, -1.47330], [-1.42279, -2.92374, -0.01164], [0.78326, -4.09961, 1.72447], [-0.24894, -2.71422, 2.13242], [1.50558, -2.54338, 2.17666], [2.02898, 1.32864, 1.82553], [1.74487, 2.94838, 1.48403], [1.35810, 4.38274, 1.02532], [1.71444, 3.26849, 3.01164], [1.67641, 2.39366, -0.11815], [3.28688, 3.17727, 1.32686], [0.13258, 2.50244, 1.53087]],
  "forces_ev_per_a": [[2.075, -0.964, -0.603], [-0.051, 0.078, -0.158], [-0.087, 0.052, -0.050], [-0.022, 0.007, 0.129], [-0.003, -0.017, 0.210], [-0.078, 0.057, 0.072], [0.182, -0.040, -0.144], [-0.165, -0.085, 0.288], [-0.038, -0.535, -0.203], [-0.222, 0.014, -0.155], [-2.412, -0.137, 1.032], [-0.019, 0.009, -0.005], [0.034, -0.002, -0.027], [0.049, -0.016, -0.003], [0.310, -0.096, -0.100], [-0.213, -0.212, 0.319], [-0.027, 0.170, 0.086], [0.004, 0.046, -0.030], [-0.042, 0.028, 0.073], [0.014, -0.071, -0.048], [0.185, -0.134, -0.222], [0.048, -0.026, 0.066], [-0.027, -0.017, -0.033], [-0.064, -0.065, 0.098], [0.229, -0.174, -0.185], [0.024, 0.399, 0.131], [-0.488, 0.154, -1.208], [-0.106, 0.052, 0.005], [-0.026, 0.068, 0.049], [0.057, -0.012, -0.077], [0.009, -0.056, -0.017], [-0.034, -0.033, 0.023], [-0.034, 0.015, 0.027], [0.008, -0.030, -0.003], [0.002, -0.003, 0.059], [0.017, 0.034, -0.020], [-0.025, 0.075, 0.025], [-0.043, -0.041, 0.024], [0.129, 0.068, -0.069], [-0.025, -0.074, -0.048], [0.049, 0.095, 0.004], [-0.106, -0.123, 0.014], [-0.100, 0.190, -0.083], [0.022, -0.008, 0.102], [0.043, 0.079, -0.022], [-0.004, 0.005, -0.032], [0.003, -0.004, 0.023], [0.000, 0.015, 0.004], [-0.019, 0.029, 0.037], [0.008, 0.006, 0.015], [0.008, 0.007, -0.002], [-0.018, -0.001, 0.016], [0.033, -0.031, 0.004], [0.004, -0.037, -0.023], [-0.010, 0.023, -0.017], [-0.009, -0.030, 0.000], [0.015, -0.037, -0.014], [0.036, 0.000, -0.005], [0.022, -0.037, 0.023], [-0.030, -0.011, -0.015], [-0.038, -0.024, -0.045], [0.469, 0.128, 0.493], [0.225, 0.216, 0.046], [-0.093, 0.265, -0.085], [-0.009, 0.029, 0.209], [0.296, 0.513, -0.125], [0.164, 0.005, -0.009], [-0.087, 0.252, 0.179]],
  "mulliken_charge": [1.847, -0.098, -0.138, -0.607, -0.543, -0.712, 0.825, 0.485, -0.045, -0.628, -0.327, 0.466, 0.454, 0.549, -0.313, 0.657, -0.832, -0.524, -1.008, -0.906, 0.796, 1.426, -0.967, -0.846, -0.709, -0.721, -0.228, 0.230, 0.254, 0.425, 0.437, 0.417, 0.436, 0.449, 0.433, 0.469, 0.864, -1.422, 0.906, -1.303, -1.049, -1.086, 0.747, -1.447, -1.187, 0.390, 0.324, 0.340, 0.437, 0.246, 0.315, 0.383, 0.429, 0.430, 0.386, 0.404, 0.530, 0.265, 0.405, 0.347, 0.047, -0.274, 1.508, -0.288, -0.385, -0.424, -0.404, -0.339],
  "e_above_lowest_kcal_mol": 20.0,
  "total_charge": 1,
  "lumo_ev": [-2.65, -4.75],
  "e_homo_ev": [-11.1, -11.2],
  "gap_ev": [8.447, 6.456],
  "s_squared": 0.76,
  "spin_multiplicity": 2
}

***

Number 1: energy -1107.0406 Eh. Number 2: energy -744.4862 Eh. Number 3: energy -4847.7312 Eh.